63
Properties=species:S:1:pos:R:3 method="wB97M-V/def2-TZVPD" total_charge=-1 spin_multiplicity=2 gap_ev="7.1 / 5.7"
Tc -0.4556 1.1517 0.6970
O -0.5038 0.5682 4.5259
S -0.5905 0.5329 3.0978
O 0.7104 0.8401 2.4261
O -1.6162 1.3538 2.4762
C -0.9066 -1.1509 2.6411
C -0.0918 -2.0893 3.2578
C -0.2753 -3.4358 3.0074
C -1.3164 -3.8299 2.1757
C -2.1215 -2.8846 1.5631
C -1.8907 -1.5265 1.7524
S -2.9437 -0.4163 0.7497
O -3.8333 0.2423 1.6620
O -3.5951 -1.3272 -0.1625
O -2.1057 0.5226 -0.0751
H 0.6712 -1.7268 3.9305
H 0.3789 -4.1696 3.4565
H -1.5019 -4.8825 2.0150
H -2.9336 -3.1621 0.9096
C 3.3877 1.1374 -2.4233
Si 2.1867 1.9901 -1.1880
C 3.1626 3.0179 0.1041
C 0.9413 3.0093 -2.2031
N 1.2093 0.7836 -0.3549
C 1.7624 -0.4388 -0.0901
C 3.1119 -0.6199 0.2483
C 3.6456 -1.8795 0.4358
C 2.8597 -3.0121 0.2944
C 1.5138 -2.8681 0.0018
C 0.9762 -1.6071 -0.1654
O -0.3898 -1.4412 -0.3586
C -0.9006 -1.8542 -1.5818
C -1.4312 -3.1277 -1.7180
C -1.9903 -3.5027 -2.9263
C -1.9988 -2.6228 -3.9939
C -1.4580 -1.3552 -3.8525
C -0.9062 -0.9644 -2.6463
H 4.2470 1.7692 -2.6188
H 2.8925 0.9634 -3.3718
H 3.7529 0.1818 -2.0658
H 4.2371 3.0119 -0.0466
H 2.9498 2.6326 1.0973
H 2.8299 4.0489 0.0924
H 1.4069 3.5486 -3.0201
H 0.4360 3.7221 -1.5629
H 0.1706 2.3603 -2.6066
H 3.7253 0.2553 0.3879
H 4.6909 -1.9827 0.6947
H 3.2779 -3.9971 0.4348
H 0.8698 -3.7312 -0.0859
H -1.4300 -3.8027 -0.8755
H -2.4340 -4.4831 -3.0225
H -2.4422 -2.9236 -4.9323
H -1.4839 -0.6656 -4.6835
H -0.5125 0.0286 -2.4836
S -3.5854 7.5139 2.9714
C -2.9487 6.2120 2.2110
S -3.7696 5.3287 0.9574
C -2.4579 4.2188 0.5388
C -1.3488 4.3221 1.3527
S 0.1084 3.4307 1.1708
S -1.3732 5.5575 2.5840
S -2.5688 3.2252 -0.8047


62
Properties=species:S:1:pos:R:3 method="wB97M-V/def2-TZVPD" e_above_lowest_ev=1.554 total_charge=-1 spin_multiplicity=8 gap_ev="3.7 / 3.9"
Tb 0.0093 -0.3443 -0.7696
C -1.5242 2.7922 0.0744
N -0.2325 2.1963 0.4198
C 0.8596 2.9875 -0.1210
C 2.1830 2.2573 -0.0751
C 3.3484 2.9286 -0.4085
C 4.5528 2.2476 -0.3721
C 4.5428 0.9247 0.0446
C 3.3340 0.3374 0.3657
N 2.1599 0.9713 0.2848
C -0.0897 2.0436 1.8737
C -0.9124 0.9133 2.4319
C -1.6383 1.0630 3.6015
C -2.3403 -0.0133 4.1193
C -2.2841 -1.2165 3.4187
C -1.5361 -1.2821 2.2619
N -0.8502 -0.2487 1.7540
C -2.6854 1.8655 0.3282
C -3.8173 2.3025 0.9966
C -4.9051 1.4547 1.1333
C -4.7993 0.1801 0.5850
C -3.6277 -0.1767 -0.0525
N -2.5728 0.6314 -0.1927
H -1.5075 3.0099 -0.9955
H -1.6806 3.7411 0.6143
H 0.9584 3.9493 0.4125
H 0.6358 3.2115 -1.1659
H 3.3079 3.9684 -0.7105
H 5.4750 2.7365 -0.6595
H 5.4577 0.3504 0.1030
H 3.2796 -0.6896 0.7023
H -0.3421 2.9862 2.3867
H 0.9551 1.8121 2.0774
H -1.6581 2.0240 4.1027
H -2.9127 0.0779 5.0332
H -2.8124 -2.0921 3.7721
H -1.4666 -2.2061 1.6978
H -3.8362 3.3001 1.4196
H -5.8032 1.7755 1.6449
H -5.6183 -0.5238 0.6544
H -3.5125 -1.1685 -0.4749
O 1.9900 -1.2656 -1.5589
N 2.2061 -2.5546 -1.5688
C 2.6383 -3.1329 -2.7012
C 2.8812 -4.4810 -2.7834
C 2.6622 -5.2691 -1.6549
C 2.2106 -4.6720 -0.5013
C 1.9599 -3.2917 -0.4344
S 1.3580 -2.4940 0.9438
H 2.7493 -2.4534 -3.5327
H 3.2285 -4.9012 -3.7161
H 2.8271 -6.3388 -1.6883
H 2.0085 -5.2430 0.3929
F -1.6916 -2.8295 -0.5811
C -1.4503 -2.0076 -1.7516
F -0.3526 -2.7208 -2.3430
H -2.2842 -2.2906 -2.4151
F -0.9378 1.2828 -2.5146
B 0.2033 0.9774 -3.3385
F 0.1567 -0.3846 -3.6066
F 0.2264 1.7647 -4.4683
F 1.3171 1.2274 -2.4945


59
Properties=species:S:1:pos:R:3 method="wB97M-V/def2-TZVPD" e_above_lowest_ev=6.464 spin_multiplicity=8 gap_ev="3.8 / 5.4"
Eu 1.6157 -0.1994 0.0750
N 2.1086 0.1381 2.5501
N 3.0973 -0.8093 2.0566
C 4.1396 -0.1358 1.2371
O 5.2863 -0.3280 1.5938
O 3.6547 0.4833 0.2230
H 2.5834 0.9018 3.0261
H 1.5266 -0.3387 3.2324
H 3.6034 -1.2402 2.8238
O 1.5250 -0.2802 -2.0455
N 1.7786 0.9545 -2.5288
N 1.3978 1.9624 -1.6534
O 0.8434 1.7454 -0.4090
C 1.5682 3.2858 -2.0712
C 1.7953 3.5884 -3.4146
C 1.9611 4.9114 -3.7917
C 1.8945 5.9392 -2.8591
C 1.6602 5.6246 -1.5257
C 1.5001 4.3046 -1.1221
H 1.8472 2.7882 -4.1373
H 2.1390 5.1426 -4.8363
H 2.0206 6.9697 -3.1692
H 1.6082 6.4165 -0.7855
H 1.3164 4.0450 -0.0912
N -1.1378 -2.5686 -0.2495
P -1.1576 -0.8435 -0.0006
C -1.3217 -0.7167 1.8253
C -1.0104 -1.7750 2.6727
C -1.0410 -1.6004 4.0563
C -1.3856 -0.3678 4.5940
C -1.6941 0.6957 3.7472
C -1.6551 0.5229 2.3728
C -2.8372 -0.4625 -0.5595
C -3.9749 -1.0171 0.0313
C -5.2351 -0.7088 -0.4542
C -5.3673 0.1701 -1.5267
C -4.2441 0.7355 -2.1100
C -2.9758 0.4185 -1.6290
C 0.0449 -3.2638 -0.4456
C 0.0266 -4.5512 -0.9931
C 1.2167 -5.2190 -1.1236
C 2.4052 -4.6143 -0.7192
C 2.3361 -3.3461 -0.2008
N 1.1729 -2.6849 -0.0441
H -1.9756 -3.0188 -0.5825
H -0.7362 -2.7363 2.2552
H -0.8003 -2.4306 4.7115
H -1.4171 -0.2319 5.6690
H -1.9585 1.6621 4.1614
H -1.8690 1.3618 1.7173
H -3.8724 -1.6790 0.8869
H -6.1156 -1.1403 0.0064
H -6.3536 0.4179 -1.9017
H -4.3494 1.4245 -2.9390
H -2.0916 0.8568 -2.0794
H -0.9114 -4.9937 -1.3067
H 1.2282 -6.2166 -1.5466
H 3.3600 -5.1141 -0.8135
H 3.2266 -2.8349 0.1408


58
Properties=species:S:1:pos:R:3 method="wB97M-V/def2-TZVPD" e_above_lowest_ev=0.369 total_charge=+3 gap_ev=6.0
Sn -0.0348 -1.0277 -0.4640
O 3.3299 4.8244 1.5622
C 3.5914 4.3139 0.2829
C 2.7904 3.0591 0.1006
C 2.8593 2.3312 -1.0858
C 2.0969 1.1941 -1.2167
N 1.2883 0.7582 -0.2371
C 1.2196 1.4447 0.9227
C 1.9569 2.5953 1.1163
C 0.3131 0.8748 1.9529
C 0.1490 1.4288 3.2054
C -0.7019 0.8175 4.1242
C -0.9105 1.4119 5.4849
O -0.1363 2.5770 5.5831
C -1.3517 -0.3557 3.7476
C -1.1505 -0.8541 2.4821
N -0.3419 -0.2501 1.5955
H 3.8535 5.6182 1.7163
H 4.6511 4.0696 0.1392
H 3.3098 5.0174 -0.5107
H 3.4994 2.6446 -1.8999
H 2.1242 0.6052 -2.1257
H 1.9046 3.1553 2.0374
H 0.6649 2.3298 3.5001
H -0.6321 0.6616 6.2352
H -1.9820 1.6129 5.6084
H -0.2472 2.9759 6.4530
H -2.0089 -0.8774 4.4306
H -1.6448 -1.7606 2.1543
C -1.6676 2.4723 -1.1560
C -2.2254 1.1713 -1.6314
O -1.6437 0.0896 -1.3163
C -3.4187 1.1216 -2.4332
C -3.9658 -0.1197 -2.8046
C -5.1203 -0.1678 -3.5533
C -5.7399 1.0171 -3.9454
C -5.2043 2.2523 -3.5975
C -4.0505 2.3089 -2.8434
H -0.7842 2.3115 -0.5467
H -2.4165 3.0093 -0.5726
H -1.4084 3.1049 -2.0064
H -3.4799 -1.0322 -2.4901
H -5.5474 -1.1193 -3.8370
H -6.6520 0.9760 -4.5262
H -5.6892 3.1639 -3.9167
H -3.6425 3.2744 -2.5791
C 5.0681 -5.3008 -0.3440
S 4.4938 -6.6500 -1.3868
C 2.8253 -6.7287 -1.4557
C 1.7761 -5.7642 -0.9730
S 2.0497 -4.3209 -0.2788
S 0.1620 -6.3190 -1.2421
C 0.5072 -7.8097 -2.0962
S -0.5761 -8.8166 -2.6826
S 2.2475 -8.1231 -2.2303
H 6.1324 -5.5188 -0.2535
H 4.5929 -5.3370 0.6311
H 4.9177 -4.3413 -0.8272


no.,calculated total energy (eV),F_max (eV/Å)
1,-126992.96430,4.0
2,-85017.67494,1.4
3,-71002.90246,4.8
4,-94366.83961,0.3